Here is 3 unconnected molecules or ions with the total composition C6H18NO3 from the OMol25 dataset. Energies are from ωB97M-V/def2-TZVPD.

ORCA input file:
```
! wB97M-V def2-TZVPD RIJCOSX def2/J DEFGRID3
* xyz -1 1
C 0.06548 -1.53105 2.36837
C -0.37254 0.00119 2.40609
N 0.37223 0.94479 1.56857
C 0.80597 1.65167 -1.89029
C 0.93002 2.11916 -0.45759
C -0.27279 1.41601 0.37360
C -1.04656 0.23008 -0.37026
O -0.40106 -0.90321 -0.42868
H 0.99370 -1.60215 2.93566
H 0.33047 -1.85791 1.26243
H -0.69040 -2.25187 2.59656
H -1.35349 0.15912 2.18989
H -0.18806 0.37314 3.43127
H 1.28046 0.55148 1.28251
H 0.95146 0.61655 -1.90596
H 0.03130 2.14044 -2.29960
H 1.79899 2.04005 -2.30216
H 1.92625 1.78920 -0.04301
H 0.84073 3.14221 -0.22567
H -1.05954 2.29703 0.68394
H -2.03337 0.12346 0.27503
H -1.37048 0.71452 -1.32059
H -2.02795 -1.46997 -2.55325
H -1.05849 -1.86315 -1.48550
O -1.26522 -2.14083 -2.37896
H 0.57059 -2.80738 -1.64658
H 0.92825 -1.47231 -0.90803
O 1.31406 -2.41026 -1.15778
*
```

Values from the calculation:
total energy = -14145.108 eV
highest occupied orbital energy = -4.092 eV
relative energy (zero: lowest compared OMol25 entry of this formula, charge and spin) = 52.3 kcal per mole
maximum force = 6.28 eV/A
frontier orbital gap = 7.96 eV

Here is 3 unconnected molecules or ions with the total composition C6H18NO3 from the OMol25 dataset. Energies are from ωB97M-V/def2-TZVPD.

ORCA input file:
```
! wB97M-V def2-TZVPD RIJCOSX def2/J DEFGRID3
* xyz -1 1
C -0.04449 -0.68265 -0.72639
N -0.71504 0.24399 0.19597
C -0.10584 0.13714 1.58798
C 0.47490 1.45096 2.06080
C 1.41169 2.10699 0.97107
O 0.77535 2.65156 -0.08811
C -0.42230 -2.13731 -0.45049
C 0.45639 -3.11706 -1.27495
H -0.27423 -0.45501 -1.77210
H 1.04585 -0.52456 -0.70277
H -0.39686 1.17592 -0.11191
H -0.98576 -0.17169 2.16221
H 0.64084 -0.65877 1.57403
H -0.32984 2.15367 2.30860
H 1.04400 1.33527 2.99084
H 2.05898 2.82508 1.51546
H 2.05683 1.22685 0.70043
H -0.29836 -2.41066 0.59408
H -1.44587 -2.26497 -0.80400
H -0.05607 -3.43674 -2.18757
H 0.47930 -4.07540 -0.74001
H 1.45607 -2.75154 -1.48896
H 0.97444 2.22291 -1.51965
H 1.76266 2.77270 -2.70317
O 1.10929 2.09111 -2.53794
H -4.07898 0.68250 0.31107
H -2.80891 -0.21096 0.08168
O -3.78403 -0.17934 0.05379
*
```

Values from the calculation:
total energy = -14147.012 eV
highest occupied orbital energy = -3.878 eV
relative energy (zero: lowest compared OMol25 entry of this formula, charge and spin) = 8.4 kcal per mole
maximum force = 1.81 eV/A
frontier orbital gap = 7.52 eV

Here is 3 unconnected molecules or ions with the total composition C6H18O3 from the OMol25 dataset. Energies are from ωB97M-V/def2-TZVPD.

ORCA input file:
```
! wB97M-V def2-TZVPD RIJCOSX def2/J DEFGRID3
* xyz 0 1
C 2.61358 -1.44179 0.26039
C 3.19701 -0.74401 1.49879
O 2.51496 -1.15046 2.66605
H 1.84916 -0.78089 -0.14824
H 2.29702 -2.45842 0.49351
H 3.31690 -1.60270 -0.55665
H 3.27143 0.31224 1.24016
H 4.25168 -0.99764 1.60580
H 2.87828 -0.82349 3.49229
C -2.62322 2.06673 -3.04252
C -1.62393 2.14613 -1.85286
O -1.09064 3.47195 -1.48793
H -3.53260 2.48163 -2.60779
H -2.71424 1.03912 -3.39441
H -2.37602 2.77993 -3.82885
H -0.81621 1.47929 -2.15455
H -1.96783 1.77063 -0.88910
H -1.88289 3.97661 -1.28979
C -1.14156 -0.45995 0.80403
C -0.93773 -1.95360 1.04470
O -0.34420 -2.13211 2.32399
H -0.21445 0.11269 0.77831
H -1.72956 -0.05379 1.62707
H -1.55334 -0.10728 -0.14158
H -0.34504 -2.44302 0.27186
H -1.90729 -2.44877 0.99118
H 0.61086 -2.03893 2.29618
*
```

Values from the calculation:
total energy = -12654.790 eV
highest occupied orbital energy = -9.900 eV
relative energy (zero: lowest compared OMol25 entry of this formula, charge and spin) = 34.5 kcal per mole
maximum force = 2.32 eV/A
frontier orbital gap = 10.68 eV
SMILES string = CCO.CCO.CCO

Here is 3 unconnected molecules or ions with the total composition C6H18O3S3 from the OMol25 dataset. Energies are from ωB97M-V/def2-TZVPD.

ORCA input file:
```
! wB97M-V def2-TZVPD RIJCOSX def2/J DEFGRID3
* xyz 0 1
C 1.58547 24.97215 -8.74387
S 0.95835 26.23776 -9.83972
O 1.48463 25.79088 -11.17921
C -0.76451 25.69257 -9.81071
H 1.41085 23.99702 -9.18611
H 0.97796 25.04511 -7.83199
H 2.61614 25.19301 -8.48453
H -0.94913 24.66731 -10.11395
H -1.26240 26.27187 -10.60237
H -1.33794 26.06761 -8.95856
C 0.88794 24.97294 -4.51587
S 0.08224 24.87783 -2.86968
O 1.13490 24.46140 -1.88527
C -0.05039 26.66444 -2.65836
H 1.70145 25.69307 -4.52734
H 0.04844 25.13859 -5.18987
H 1.35636 24.00474 -4.69600
H -0.36045 26.84670 -1.62948
H -0.72014 27.14596 -3.36589
H 0.97476 27.02396 -2.73669
C -3.29709 22.81698 -10.23245
S -4.78374 22.93153 -11.25586
O -4.38787 22.14732 -12.48203
C -5.91487 21.92152 -10.25967
H -3.42157 23.36451 -9.29030
H -2.45258 23.20398 -10.78737
H -3.12727 21.79714 -9.88227
H -5.46345 21.54655 -9.33899
H -6.24671 21.06240 -10.83935
H -6.78182 22.51418 -9.97053
*
```

Values from the calculation:
total energy = -45158.774 eV
highest occupied orbital energy = -9.152 eV
relative energy (zero: lowest compared OMol25 entry of this formula, charge and spin) = 9.1 kcal per mole
maximum force = 1.85 eV/A
frontier orbital gap = 9.18 eV

Here is a molecular structure, C6H18O3S3Sn from the OMol25 dataset. Energies are from ωB97M-V/def2-TZVPD.

ORCA input file:
```
! wB97M-V def2-TZVPD RIJCOSX def2/J DEFGRID3
* xyz 2 1
Sn -7.14931 -18.01812 -1.23326
C -5.52115 -22.37114 -0.38030
S -5.51888 -21.40247 -1.87089
O -6.88070 -20.72981 -1.93990
C -4.27596 -20.15178 -1.50795
H -4.58930 -22.85356 -0.08341
H -6.19972 -23.22298 -0.45916
H -5.90766 -21.77725 0.45253
H -4.55413 -19.68389 -0.55747
H -4.22689 -19.45456 -2.34676
H -3.26515 -20.55687 -1.45641
C -5.76738 -18.63316 3.85055
S -5.50284 -18.27257 2.11783
O -6.58738 -19.03093 1.33202
C -5.79364 -16.50221 1.94478
H -4.82416 -18.57986 4.39208
H -6.13497 -19.65649 3.89646
H -6.46880 -17.91669 4.27394
H -5.12913 -15.93929 2.60195
H -6.81296 -16.14183 2.09047
H -5.47555 -16.25261 0.92796
C -9.95182 -21.00961 -1.45307
S -10.36109 -19.84047 -0.13001
O -9.18143 -18.88289 0.10789
C -11.43912 -18.76846 -1.13602
H -10.71102 -21.79191 -1.44038
H -9.00704 -21.42731 -1.10103
H -9.78155 -20.68287 -2.47785
H -11.00236 -18.62209 -2.12199
H -11.48712 -17.78435 -0.67362
H -12.42069 -19.23959 -1.15241
*
```

Values from the calculation:
total energy = -50975.036 eV
highest occupied orbital energy = -15.895 eV
relative energy (zero: lowest compared OMol25 entry of this formula, charge and spin) = 8.4 kcal per mole
maximum force = 4.03 eV/A
frontier orbital gap = 7.07 eV

Here is a molecular structure, C6H19CuINO3 from the OMol25 dataset. Energies are from ωB97M-V/def2-TZVPD.

ORCA input file:
```
! wB97M-V def2-TZVPD RIJCOSX def2/J DEFGRID3
* xyz 1 2
Cu -2.51883 0.46782 -1.18491
I -0.69166 -1.27462 0.28495
C 2.92046 -2.68726 -1.63820
O 1.67155 -3.14415 -2.08148
H 3.65395 -2.74596 -2.44235
H 2.86031 -1.61284 -1.46470
H 3.36615 -3.23359 -0.80695
H 1.09640 -2.94421 -1.33930
C 1.84973 -4.96229 1.22798
O 1.53455 -3.68571 1.91508
H 1.72289 -4.99320 0.14583
H 2.89632 -5.18760 1.43286
H 1.20956 -5.70280 1.70751
H 0.74056 -3.30083 1.53686
C -1.50707 2.96951 2.31239
C -1.87701 2.71912 0.87743
C -0.72170 2.73303 -0.20318
O -1.20442 2.14634 -1.41902
C -0.60625 2.83822 -2.53455
N -2.64137 1.48259 0.86436
H -0.94526 3.90068 2.38585
H -0.77473 2.22416 2.62261
H -2.43021 3.03431 2.88833
H -2.64033 3.44271 0.59134
H 0.21835 2.25366 0.06997
H -0.40573 3.77371 -0.27552
H -0.93283 2.44965 -3.49915
H 0.47538 2.70573 -2.55940
H -0.82627 3.89937 -2.41764
H -3.37461 1.58532 1.55130
H -2.11800 0.84918 1.45171
*
```

Values from the calculation:
total energy = -66893.726 eV
highest occupied orbital energy (spin up / spin down) = -12.796 / -12.775 eV
maximum force = 1.79 eV/A
frontier orbital gap (spin up / spin down) = 8.53 / 5.08 eV
<S²> = 0.75

Here is C6H19N3Si3 in the gas phase from the OMol25 dataset. Energies are from ωB97M-V/def2-TZVPD.

ORCA input file:
```
! wB97M-V def2-TZVPD RIJCOSX def2/J DEFGRID3
* xyz 0 1
C -1.08386 0.30834 0.21248
C 0.85967 -0.58975 1.24628
C -2.78211 2.73249 0.17678
C 3.82393 -1.66863 -0.68332
C -3.08848 1.45467 -0.51445
C 2.33067 -1.31205 -0.68710
N -0.42346 -0.75299 0.53742
N -2.33253 0.25561 -0.08212
N 1.97920 -0.29288 0.32948
Si -3.20338 -1.37985 -0.17661
Si 2.89840 1.22037 0.26780
Si -1.21826 -2.40078 0.19892
H -0.41290 1.13199 0.15786
H 3.56153 0.82850 -1.09506
H 0.78085 0.15212 1.91373
H 1.22574 -1.50180 1.73242
H -3.27370 2.86788 1.19302
H -1.74036 2.80139 0.37621
H -3.02939 3.59232 -0.48047
H 3.86516 -2.56174 -1.19661
H 4.42782 -0.94266 -1.25318
H 4.00943 -1.71926 0.32338
H -4.14372 1.25642 -0.50488
H -2.82888 1.38708 -1.67251
H 1.76293 -0.97097 -1.68503
H 1.80201 -2.22718 -0.36765
H -4.37401 -0.56250 0.37796
H -3.73419 -1.91854 -1.51468
H 3.68129 1.36204 1.42642
H 1.89898 2.42751 -0.02428
H -1.23838 -2.97716 1.46778
*
```

Values from the calculation:
total energy = -34629.830 eV
highest occupied orbital energy = -6.655 eV
relative energy (zero: lowest compared OMol25 entry of this formula, charge and spin) = 31.1 kcal per mole
maximum force = 5.30 eV/A
frontier orbital gap = 7.30 eV